A molecular structure, C35H53ClGaN3O7PSbSi, computed with ωB97M-V with the def2-TZVPD basis set.

Structure (XYZ):
```
103
Properties=species:S:1:pos:R:3:forces:R:3:mulliken_charge:R:1
C -3.7815 -0.3076 -2.5839 0.08 -0.03 0.10 -0.966
H -0.0548 2.7844 2.7536 0.03 -0.04 0.02 0.079
C 2.2700 0.2146 1.2605 0.17 0.05 -0.05 0.870
H -2.7986 5.5538 -0.5413 0.00 0.00 0.00 0.434
Ga -0.0799 -0.2263 -0.6316 0.67 0.21 -0.15 -2.050
O 4.2962 0.4488 3.8251 -0.01 0.01 -0.39 -0.556
H 2.4144 0.7783 -4.8166 -0.02 0.03 -0.03 0.432
C -0.7974 -5.0950 1.5854 -0.01 0.01 0.00 -1.648
N 0.3804 0.1144 -2.4567 -0.04 -0.23 0.05 2.359
O 3.2686 0.4240 5.7783 0.02 -0.02 -0.02 -0.607
C -0.3634 0.8775 -3.3667 -0.04 0.06 0.03 0.448
C -0.4450 -3.2753 -0.0307 -0.06 0.00 -0.02 0.169
C -1.8158 2.5094 -5.2061 0.02 -0.01 0.00 -0.894
H 1.6760 5.0815 -1.4530 0.00 0.00 0.00 0.290
H -4.4900 -2.8415 -0.8042 0.02 -0.02 0.00 0.251
H -0.2691 5.2410 2.0698 0.00 0.00 0.01 0.256
H -1.7683 -4.6954 1.8867 0.00 0.00 0.00 0.203
H -3.3303 2.0806 1.8241 0.00 -0.02 0.02 0.171
C 2.3908 4.3493 -1.0760 -0.02 -0.03 0.00 -1.424
H -4.8532 1.1585 1.7297 -0.01 0.00 0.01 0.365
H -3.2697 -0.3673 -3.5383 0.07 0.01 -0.04 0.208
H -5.0000 -2.8646 0.8977 -0.02 -0.01 0.04 0.414
H -0.3249 5.2636 -0.2841 0.00 0.00 0.00 0.731
C -1.9415 2.6878 -3.8373 -0.06 -0.03 -0.02 -0.937
C -0.3892 -2.0792 -0.1993 -0.17 0.16 0.10 0.050
H 1.5602 2.5947 -2.0602 0.02 0.00 0.01 0.001
C -1.2416 1.8907 -2.9478 -0.12 -0.12 0.04 1.463
H 3.5675 -0.5460 -4.6412 0.00 0.00 0.02 0.394
H 3.3948 -0.9979 -1.2670 0.03 0.00 0.02 0.161
H -2.0197 1.5213 4.8578 0.01 -0.01 -0.01 0.498
C -2.1656 -1.6307 3.6132 0.01 0.00 -0.05 -0.147
H 4.0756 0.4323 2.8494 -0.03 0.00 0.14 0.442
H 0.3936 -2.9846 -3.2671 0.01 -0.02 0.00 -0.036
H -2.3634 3.1287 -5.9035 0.01 0.00 0.00 0.402
H -4.3135 0.6374 -2.5065 0.00 0.04 0.00 0.246
H 0.3569 -0.0701 -5.1712 0.02 -0.01 -0.02 0.369
C 1.8236 2.9346 -1.0560 -0.04 0.02 0.04 0.155
C -4.1982 1.8508 1.1993 0.03 -0.01 0.01 -0.787
H 2.5485 2.2254 -0.6601 0.00 -0.01 -0.01 0.304
H -2.5608 -4.9113 -0.5238 0.00 -0.01 0.00 0.185
C -4.2809 -2.4532 0.1941 0.02 0.06 0.00 -0.769
C 0.6394 3.2575 2.0562 -0.13 0.01 -0.03 -0.105
H -0.8222 -6.1799 1.7060 0.00 0.00 0.00 0.470
C 1.8935 0.1701 3.8890 0.08 0.02 -0.13 -0.012
C -2.4424 0.5592 4.5975 -0.04 0.03 -0.01 -0.019
C -1.5807 -5.3103 -0.7899 0.01 0.01 0.00 -1.384
N -0.2933 -0.0976 3.6708 -0.01 -0.07 0.05 0.140
H 0.2053 -2.0941 -4.7745 0.01 -0.05 0.02 0.364
H 2.7146 4.6679 -0.0844 0.00 0.01 0.00 0.297
H -1.3810 -5.0573 -1.8317 0.00 0.00 0.00 0.277
C -4.2685 -1.0026 4.6001 0.00 0.00 -0.02 -0.650
H 0.8559 -6.4040 -0.1966 0.00 0.00 0.00 0.473
N 0.1746 -0.0737 2.4161 0.01 0.00 -0.01 0.809
H 2.1955 -2.2688 -1.0185 0.01 -0.04 0.00 0.016
C -3.4744 -1.9380 3.9499 -0.03 0.01 -0.05 -0.553
C 1.4814 0.0903 2.5251 -0.03 -0.08 0.02 -0.306
C -0.9416 4.4321 -0.6252 -0.17 -0.08 0.08 -0.729
H -4.7414 2.7677 0.9865 0.01 0.01 -0.01 0.323
C -0.2717 0.7036 -4.7618 0.02 0.02 0.06 -0.483
H 1.6945 -2.9964 -4.4682 0.00 0.00 0.02 0.416
H 3.2663 4.3880 -1.7277 0.00 0.01 0.01 0.434
O -4.4296 -1.0297 0.1919 -0.13 -0.13 0.28 -0.491
C 0.9244 -2.3746 -4.0046 -0.03 0.03 -0.08 -0.900
H -1.5269 -2.3372 3.0971 -0.02 -0.01 0.01 0.222
H 3.4724 0.7112 -3.4091 0.00 -0.01 0.00 0.259
H -0.8586 4.3785 -1.7124 0.04 0.04 0.04 0.445
H -1.6134 -6.3977 -0.6953 0.00 0.00 0.00 0.432
H 1.6158 2.8004 2.2198 0.03 0.01 0.01 0.442
C -3.7549 0.2464 4.9187 0.00 0.01 -0.01 -0.870
Sb 0.0207 2.6450 0.0821 0.28 -0.06 -0.10 -0.558
C -0.9762 1.4993 -5.6513 -0.01 0.03 0.00 -1.123
C -2.3951 4.5994 -0.1965 0.02 0.00 -0.03 -1.077
H -0.8632 1.3203 -6.7138 0.00 -0.01 0.00 0.431
C 0.6884 4.7644 2.2864 -0.01 -0.03 0.02 -1.299
H -4.3715 0.9766 5.4260 0.00 -0.01 0.00 0.411
H -2.5037 4.5730 0.8906 -0.01 0.00 0.00 0.243
H -2.6089 3.4481 -3.4466 0.00 0.01 0.01 0.459
C 3.2149 0.3587 4.5763 -0.15 0.00 0.01 0.470
H 1.1240 -5.0416 -1.2997 -0.01 -0.01 0.00 0.258
H -3.8709 -2.9165 3.7177 -0.03 -0.03 -0.05 0.474
H -5.2893 -1.2495 4.8611 0.00 0.00 0.01 0.417
Cl 0.3790 -0.0253 6.2380 -0.03 -0.02 0.01 -0.135
H 0.9310 4.9783 3.3294 0.02 0.01 -0.01 0.421
C -0.4904 -4.7385 0.1260 0.03 0.01 -0.02 1.963
C 0.7058 0.0292 4.5756 0.01 0.07 0.04 -0.062
C 0.8750 -5.3147 -0.2736 0.00 0.00 0.01 -1.732
H 3.3956 -2.4365 -2.3020 -0.02 0.01 -0.02 0.545
Si 1.6829 -0.9252 -3.0792 -0.03 0.08 -0.09 1.016
H -4.4795 -1.1376 -2.4748 0.00 0.04 -0.04 0.252
H -0.0345 -4.6908 2.2520 0.00 0.00 0.00 0.345
H 1.4452 5.2457 1.6678 -0.02 0.01 -0.01 0.219
H -3.2687 -2.7503 0.4796 0.01 0.01 0.03 0.079
H -1.4347 2.0226 -1.8926 -0.07 -0.05 -0.14 -0.420
H -3.0173 3.8052 -0.6123 -0.02 -0.03 0.03 0.085
C 2.8775 0.1061 -4.0984 -0.03 -0.04 0.00 -1.337
O 3.4768 0.4459 1.3128 0.11 -0.03 0.27 -0.935
O 1.6487 0.1336 0.1447 -0.12 -0.07 0.17 0.078
O -3.7852 1.3025 -0.0550 -0.09 0.04 -0.07 -0.468
C -1.6638 -0.3860 3.9527 0.01 0.03 -0.05 -0.317
P -3.0704 -0.1555 -0.0037 -0.10 0.00 0.02 0.882
O -2.7690 -0.4032 -1.5617 0.12 0.21 -0.18 0.081
H 1.6608 -4.9332 0.3793 0.00 0.00 0.00 0.333
C 2.7578 -1.7200 -1.7741 -0.11 0.04 0.12 -0.847
```
Positions in Å, forces in eV/Å.

***

2 unconnected molecules or ions with the total composition C2H8N2O2 at a distorted geometry, computed with ωB97M-V with the def2-TZVPD basis set.

Structure (XYZ):
```
14
Properties=species:S:1:pos:R:3:forces:R:3:mulliken_charge:R:1
C -2.4207 -0.5292 0.1779 -0.21 -0.17 0.16 0.078
H 0.8547 -0.9614 -0.8883 -0.02 -0.72 0.19 0.291
N -2.1876 0.3889 -0.7890 0.33 0.35 -1.41 -0.397
H -2.6750 0.2918 -1.6748 -0.37 -0.08 0.54 0.262
H 3.2664 -0.1287 0.1356 -0.10 -0.04 0.17 0.217
H 0.5500 0.5356 1.0026 0.09 -0.49 0.23 0.288
O -1.6897 -0.7778 1.1072 0.19 0.05 0.06 -0.518
H 2.7216 -0.2197 1.6857 -0.49 0.18 -0.18 0.205
H -1.2328 0.6771 -0.9935 0.08 -0.21 0.68 0.255
O 0.8097 -0.0131 -0.9507 0.32 0.98 -0.41 -0.574
N 2.4462 -0.2937 0.7124 0.63 -0.62 -0.42 -0.587
H 1.6194 1.5550 0.1494 -0.08 -0.19 -0.88 0.259
C 1.3419 0.4941 0.2502 -0.33 0.97 1.31 -0.098
H -3.4039 -1.0189 0.0754 -0.03 0.00 -0.05 0.316
```
Positions in Å, forces in eV/Å.

Output
SMILES ... NC=O.NCO

***

It is found that the frontier orbital gap values, taken in the order of the records, are 0.2812; 0.3860 Eh.
It is found that the DFT total energy values, taken in the order of the records, are -5312.5937; -340.9933 a.u..
It is found that the energy relative to the best compared isomer or geometry (same formula, charge and spin) values, taken in the order of the records, are 0.7303; 1.0099 eV.